[1]
The following is a DFT calculation (ωB97M-V/def2-TZVPD) of C6H6OS in the gas phase.

```
14
Properties=species:S:1:pos:R:3:nbo_charge:R:1
O -0.054 2.910 -0.081 -0.51
C 0.122 1.712 -0.044 0.56
C 0.483 1.076 1.236 -0.35
C 0.720 -0.197 1.181 -0.14
C 0.222 -0.748 -0.122 -0.22
S 1.566 -1.825 -0.695 0.00
C -1.326 -0.385 -0.467 -0.35
C -0.287 0.535 -0.940 -0.34
H 0.883 1.665 2.007 0.22
H 1.186 -1.133 1.713 0.25
H 0.500 -2.859 -0.725 0.16
H -1.589 -1.060 -1.265 0.22
H -2.140 -0.452 0.224 0.24
H -0.287 0.761 -2.023 0.25
```

HOMO energy = -9.14 eV

---

[2]
The following is a DFT calculation (ωB97M-V/def2-TZVPD) of C15H19N3OPtSb as an isolated structure.

```
40
Properties=species:S:1:pos:R:3:nbo_charge:R:1
Pt 0.073 -0.455 0.091 0.72
O 0.372 -4.326 1.159 -0.51
C -0.011 -3.152 1.099 0.47
N 0.665 -2.266 0.183 -0.31
C 1.749 -2.708 -0.642 -0.32
C 2.228 -1.551 -1.473 0.24
C 3.273 -1.691 -2.367 -0.22
C 3.686 -0.606 -3.114 -0.11
C 3.035 0.605 -2.945 -0.24
C 2.001 0.680 -2.039 0.07
N 1.594 -0.370 -1.309 -0.47
C -1.034 -2.475 1.787 -0.01
C -1.848 -3.119 2.744 -0.17
C -2.824 -2.430 3.386 -0.18
C -3.008 -1.051 3.076 -0.29
C -2.209 -0.461 2.152 0.05
N -1.221 -1.118 1.487 -0.53
H 1.421 -3.542 -1.270 0.27
H 2.552 -3.109 -0.016 0.27
H 3.754 -2.656 -2.468 0.25
H 4.502 -0.702 -3.817 0.25
H 3.319 1.485 -3.505 0.25
H 1.476 1.610 -1.886 0.20
H -1.657 -4.167 2.933 0.25
H -3.453 -2.914 4.120 0.23
H -3.772 -0.461 3.562 0.23
H -2.339 0.581 1.909 0.19
C -2.273 2.886 1.053 -0.98
Sb -0.689 2.060 -0.090 1.15
C -1.310 2.738 -2.004 -0.97
C 0.779 3.539 0.313 -0.97
H -2.352 3.932 0.761 0.25
H -2.056 2.823 2.117 0.25
H -3.212 2.379 0.836 0.25
H -1.551 3.795 -1.897 0.24
H -2.192 2.190 -2.329 0.25
H -0.523 2.618 -2.746 0.24
H 0.301 4.504 0.156 0.24
H 1.636 3.445 -0.352 0.24
H 1.120 3.460 1.344 0.25
```

Multiplicity = 3
HOMO energy (alpha / beta) = -8.64 / -11.92 eV
Charge = +1

---

[3]
The following is a DFT calculation (ωB97M-V/def2-TZVPD) of C4H9NO2 in the gas phase.

```
16
Properties=species:S:1:pos:R:3:nbo_charge:R:1
C -0.008 -1.385 1.592 -0.28
O 0.485 -0.176 1.040 -0.59
C -0.543 0.715 0.592 0.48
N 0.083 1.722 -0.228 -0.62
C 0.323 1.022 -1.515 -0.27
C 0.036 -0.433 -1.213 -0.10
O -1.279 -0.050 -0.266 -0.55
H -0.986 -1.673 1.183 0.20
H 0.705 -2.191 1.377 0.19
H -0.080 -1.237 2.669 0.18
H -1.043 1.153 1.470 0.18
H 0.953 1.982 0.223 0.37
H -0.416 1.333 -2.250 0.20
H 1.330 1.254 -1.873 0.20
H -0.532 -1.056 -1.870 0.20
H 0.973 -0.979 -0.930 0.21
```

HOMO energy = -9.51 eV

---

[4]
The following is a DFT calculation (ωB97M-V/def2-TZVPD) of a 3-piece molecular cluster, C19H47N6O5 overall.

```
77
Properties=species:S:1:pos:R:3:mulliken_charge:R:1
N -2.391 1.997 0.069 -0.48
C -2.840 0.949 1.094 -0.76
C -1.576 -0.023 1.597 -0.13
C -0.672 0.909 2.597 -0.48
C -0.372 0.264 4.074 0.35
C 1.193 -0.266 4.271 -0.72
N 2.228 0.829 4.174 -0.27
C 1.728 2.176 4.631 0.36
N 2.684 3.196 4.706 -0.33
N 0.309 2.570 4.959 -0.33
C -0.582 1.395 5.288 -0.29
O -2.018 1.754 5.424 -0.50
H -3.131 2.753 0.070 0.27
H -1.507 2.460 0.438 0.16
H -3.700 0.303 0.623 0.32
H -3.305 1.564 1.992 0.32
H -1.941 -1.040 2.057 0.32
H -0.910 -0.205 0.622 0.09
H -1.243 1.934 2.792 0.31
H 0.398 1.125 2.109 -0.04
H -1.065 -0.669 4.322 0.43
H 1.231 -0.678 5.391 0.32
H 1.437 -1.205 3.587 0.17
H 2.513 0.839 3.149 0.39
H 2.423 4.113 4.249 0.28
H 3.611 3.076 5.170 0.29
H -0.091 3.164 4.190 0.37
H -0.143 0.882 6.265 0.28
H -2.114 2.688 5.818 0.36
C 2.484 3.077 -2.423 -0.66
O 1.815 2.014 -3.088 -0.37
C 0.540 1.687 -2.520 -0.52
C -0.617 2.201 -3.399 -0.29
N -0.719 3.662 -3.357 -0.35
C -1.534 4.253 -4.424 -0.70
C -1.184 3.923 -5.893 -0.47
O 0.029 4.515 -6.363 -0.43
C 1.210 3.863 -5.924 -0.45
H 3.533 3.060 -2.732 0.26
H 2.072 4.043 -2.709 0.31
H 2.443 2.964 -1.334 0.23
H 0.447 2.028 -1.486 0.18
H 0.486 0.590 -2.506 0.37
H -1.557 1.766 -3.049 0.42
H -0.433 1.839 -4.412 0.19
H 0.215 4.059 -3.426 0.11
H -1.466 5.341 -4.299 0.38
H -2.581 3.980 -4.244 0.38
H -1.978 4.358 -6.512 0.36
H -1.201 2.850 -6.106 0.34
H 1.099 2.776 -5.888 0.27
H 1.511 4.262 -4.956 0.09
H 2.012 4.101 -6.632 0.33
C 0.051 -4.682 2.838 -0.81
O -0.377 -3.685 1.920 -0.33
C 0.698 -2.996 1.269 -0.30
C 0.861 -3.457 -0.193 -0.25
N 1.386 -4.823 -0.272 -0.36
C 1.229 -5.466 -1.581 -0.71
C -0.184 -5.549 -2.202 -0.45
O -1.071 -6.456 -1.546 -0.45
C -1.621 -5.966 -0.334 -0.46
H -0.799 -4.941 3.475 0.28
H 0.361 -5.589 2.319 0.32
H 0.865 -4.323 3.477 0.31
H 1.636 -3.073 1.826 0.41
H 0.415 -1.936 1.255 -0.13
H 1.545 -2.780 -0.710 0.38
H -0.120 -3.375 -0.663 0.16
H 0.906 -5.401 0.414 0.14
H 1.606 -6.491 -1.470 0.37
H 1.895 -4.961 -2.292 0.39
H -0.060 -5.947 -3.217 0.37
H -0.654 -4.569 -2.328 0.32
H -1.852 -4.899 -0.380 0.27
H -0.946 -6.190 0.492 0.10
H -2.553 -6.509 -0.140 0.35
```

HOMO energy = -10.21 eV
Charge = +1